No. 1
Density functional theory data (wB97M-V/def2-TZVPD) for an isolated molecule of C4H9NO2 at a distorted geometry.

```
16
Properties=species:S:1:pos:R:3:mulliken_charge:R:1
O 1.52 -1.06 -1.04 -0.661
O 1.10 0.22 0.80 -0.404
N 3.16 0.07 -0.29 -0.450
C -2.48 0.01 -0.42 -1.244
C 1.88 -0.26 -0.17 0.669
C -1.05 0.52 -0.34 -0.210
C -0.25 -0.26 0.69 -0.505
H -0.22 -1.33 0.44 0.360
H -0.67 -0.15 1.70 0.358
H -1.03 1.58 -0.07 0.276
H -2.99 0.08 0.55 0.319
H -2.51 -1.04 -0.73 0.336
H -3.06 0.58 -1.14 0.340
H 3.16 -0.60 -1.13 0.336
H -0.56 0.41 -1.31 0.275
H 3.71 0.68 0.31 0.205
```

## Properties
Max |F| ... 0.0608 hartree/bohr
SMILES string ... CCCOC(N)=O
Kohn-Sham gap ... 10.98 eV
Net charge ... 0
Spin multiplicity ... 1
Energy above the lowest of the compared OMol25 structures with the same formula, charge and spin ... 1.3397 eV

---

No. 2
Density functional theory data (wB97M-V/def2-TZVPD) for an isolated molecule of C4H9NO2.

```
16
Properties=species:S:1:pos:R:3:mulliken_charge:R:1
O 1.85 -0.72 0.20 -0.550
O -1.15 -0.90 0.52 -0.357
N -0.25 1.10 -0.18 -0.435
C 1.06 -1.87 0.04 -0.379
C -0.26 2.54 -0.04 -0.864
C -0.36 -1.62 -0.44 -0.542
C -1.05 0.43 0.53 0.203
H 1.35 0.03 -0.17 0.413
H 0.69 2.86 0.41 0.260
H -0.37 -1.08 -1.39 0.407
H -1.09 2.91 0.59 0.320
H -0.87 -2.58 -0.56 0.312
H -1.77 0.86 1.24 0.377
H 1.53 -2.55 -0.70 0.270
H -0.34 3.01 -1.02 0.283
H 1.02 -2.42 0.99 0.283
```

## Properties
Max |F| ... 0.0087 hartree/bohr
SMILES string ... C/N=C/OCCO
Kohn-Sham gap ... 10.72 eV
Net charge ... 0
Spin multiplicity ... 1
Energy above the lowest of the compared OMol25 structures with the same formula, charge and spin ... 1.8559 eV

---

No. 3
Density functional theory data (wB97M-V/def2-TZVPD) for a structure of composition C4H9NO2.

```
16
Properties=species:S:1:pos:R:3:mulliken_charge:R:1
O -1.54 -1.13 0.78 -0.578
O 1.01 2.74 -0.43 -0.599
N 0.37 1.35 1.28 -0.312
C -0.56 -1.82 0.38 -0.195
C 0.79 -0.70 -0.75 -0.952
C 0.25 0.55 -1.00 -0.288
C 0.56 1.67 -0.04 0.492
H 0.23 -2.05 1.09 0.306
H -0.73 -2.57 -0.41 0.324
H -0.02 0.86 -2.00 0.395
H 1.55 -0.76 0.02 0.397
H 0.46 2.11 1.94 0.239
H -1.32 0.53 -0.64 -0.169
H -1.70 0.00 -0.12 0.303
H -0.29 0.61 1.51 0.257
H 0.92 -1.38 -1.60 0.379
```

## Properties
Max |F| ... 0.0068 hartree/bohr
Kohn-Sham gap ... 9.80 eV
Net charge ... 0
Spin multiplicity ... 1
Energy above the lowest of the compared OMol25 structures with the same formula, charge and spin ... 4.5073 eV

---

No. 4
Density functional theory data (wB97M-V/def2-TZVPD) for a cluster of 2 separate species, C4H9NO2 in total at a distorted geometry.

```
16
Properties=species:S:1:pos:R:3:mulliken_charge:R:1
O 2.40 1.66 0.02 -0.723
O 1.83 -1.55 0.15 -0.614
N 0.13 -0.13 -0.35 -0.059
C -2.21 -0.29 0.60 -0.500
C -1.29 -0.03 -0.58 -0.076
C -2.08 1.09 0.02 -0.681
C 0.63 -1.31 -0.07 0.007
H -0.17 -2.03 0.02 0.370
H -1.69 -0.33 -1.55 0.263
H 2.98 0.87 0.17 0.355
H -1.65 1.79 0.70 0.271
H 2.47 2.14 0.86 0.325
H 0.78 0.68 -0.22 0.316
H -1.73 -0.52 1.56 0.274
H -2.93 1.47 -0.56 0.225
H -3.12 -0.82 0.37 0.247
```

## Properties
Max |F| ... 0.0536 hartree/bohr
SMILES string ... O=CNC1CC1.O
Kohn-Sham gap ... 10.26 eV
Net charge ... 0
Spin multiplicity ... 1
Energy above the lowest of the compared OMol25 structures with the same formula, charge and spin ... 1.7913 eV

---

No. 5
Density functional theory data (wB97M-V/def2-TZVPD) for an isolated molecule of C4H9NO2.

```
16
Properties=species:S:1:pos:R:3:mulliken_charge:R:1
O 1.08 0.82 -0.70 -0.420
O -1.23 -1.99 0.93 -0.547
N -0.37 0.07 1.41 -0.181
C -0.44 -1.28 1.52 -0.020
C -0.29 1.09 -0.87 -0.367
C 1.45 -0.47 -1.13 -0.624
C -1.12 0.80 0.41 -0.487
H -0.38 2.15 -1.13 0.355
H -2.00 0.19 0.18 0.279
H 2.49 -0.62 -0.84 0.253
H -0.69 0.51 -1.72 0.295
H 0.31 -1.68 2.22 0.360
H 0.47 0.51 1.76 0.250
H 0.84 -1.26 -0.67 0.259
H 1.36 -0.57 -2.22 0.300
H -1.47 1.74 0.86 0.297
```

## Properties
Max |F| ... 0.0070 hartree/bohr
SMILES string ... COCCNC=O
Kohn-Sham gap ... 10.74 eV
Net charge ... 0
Spin multiplicity ... 1
Energy above the lowest of the compared OMol25 structures with the same formula, charge and spin ... 1.5665 eV

---

No. 6
Density functional theory data (wB97M-V/def2-TZVPD) for an isolated molecule of C4H9NO2.

```
16
Properties=species:S:1:pos:R:3:mulliken_charge:R:1
O -0.15 -0.17 1.61 -0.335
O 0.08 1.97 -0.63 -0.592
N -0.59 -0.73 -0.55 -0.418
C -0.75 -0.95 0.69 0.157
C -0.94 -1.64 -1.62 -0.970
C 0.78 1.92 0.58 -0.373
C 1.02 0.52 1.13 -0.511
H 0.30 2.54 1.35 0.251
H -0.35 1.10 -0.75 0.463
H -0.33 -1.36 -2.49 0.288
H -2.00 -1.57 -1.92 0.295
H -0.70 -2.67 -1.35 0.351
H 1.68 0.57 2.00 0.321
H 1.79 2.32 0.42 0.286
H -1.32 -1.75 1.16 0.436
H 1.48 -0.10 0.36 0.352
```

## Properties
Max |F| ... 0.0109 hartree/bohr
SMILES string ... C/N=C/OCCO
Kohn-Sham gap ... 10.66 eV
Net charge ... 0
Spin multiplicity ... 1
Energy above the lowest of the compared OMol25 structures with the same formula, charge and spin ... 2.1073 eV

---

No. 7
Density functional theory data (wB97M-V/def2-TZVPD) for an isolated molecule of C4H9NO2.

```
16
Properties=species:S:1:pos:R:3:mulliken_charge:R:1
O 0.50 2.21 -0.11 -0.568
O -0.78 0.94 -2.13 -0.643
N -1.12 -0.39 -0.27 -0.141
C 1.00 0.91 0.06 -0.787
C -0.02 -0.07 0.65 0.558
C 0.67 -1.36 1.08 -1.367
C -1.41 0.11 -1.49 -0.007
H 1.84 0.96 0.76 0.398
H 1.22 -1.80 0.24 0.337
H -0.46 0.43 1.53 0.134
H -2.35 -0.33 -1.89 0.342
H 0.02 2.18 -0.95 0.391
H 1.37 -1.17 1.89 0.352
H -1.81 -1.03 0.10 0.243
H 1.38 0.50 -0.89 0.379
H -0.05 -2.11 1.44 0.380
```

## Properties
Max |F| ... 0.0100 hartree/bohr
SMILES string ... C[C@@H](CO)NC=O
Kohn-Sham gap ... 10.70 eV
Net charge ... 0
Spin multiplicity ... 1
Energy above the lowest of the compared OMol25 structures with the same formula, charge and spin ... 0.8474 eV

---

No. 8
Density functional theory data (wB97M-V/def2-TZVPD) for a cluster of 2 separate species, C4H9NO2 in total at a distorted geometry.

```
16
Properties=species:S:1:pos:R:3:mulliken_charge:R:1
O 0.77 2.27 -0.06 -0.627
O 2.33 0.69 0.27 -0.478
N 0.87 1.05 1.88 -0.396
C 1.28 1.42 0.66 0.658
C 0.00 -1.58 -1.40 -0.765
C -1.93 -0.61 -0.15 -1.051
C -0.70 -0.51 -0.99 0.157
H -0.25 -2.59 -1.09 0.248
H 2.55 1.05 -0.61 0.358
H 0.03 1.46 2.26 0.251
H -2.48 -1.54 -0.34 0.363
H 1.21 0.17 2.26 0.222
H -2.60 0.22 -0.36 0.296
H -0.32 0.52 -1.23 0.305
H -1.66 -0.57 0.91 0.200
H 0.89 -1.46 -2.02 0.257
```

## Properties
Max |F| ... 0.0312 hartree/bohr
SMILES string ... NC(=O)O.C=CC
Kohn-Sham gap ... 10.22 eV
Net charge ... 0
Spin multiplicity ... 1
Energy above the lowest of the compared OMol25 structures with the same formula, charge and spin ... 0.9033 eV

---

No. 9
Density functional theory data (wB97M-V/def2-TZVPD) for an isolated molecule of C4H9NO2.

```
16
Properties=species:S:1:pos:R:3:mulliken_charge:R:1
O -0.80 1.26 -0.82 -0.690
O 1.74 1.75 -0.22 -0.514
N 1.47 -0.26 0.88 0.166
C -1.90 -0.92 -0.53 -1.538
C -0.58 -0.16 -0.46 0.485
C 0.06 -0.31 0.87 -0.981
C 2.22 0.67 0.36 -0.068
H 0.07 -0.48 -1.30 0.240
H 0.75 1.71 -0.35 0.461
H -1.72 -1.99 -0.44 0.372
H 1.99 -1.00 1.35 0.266
H -1.33 1.60 -0.08 0.441
H 3.30 0.60 0.41 0.376
H -0.30 -1.12 1.49 0.235
H -2.42 -0.72 -1.47 0.364
H -2.55 -0.61 0.30 0.383
```

## Properties
Max |F| ... 0.0068 hartree/bohr
Kohn-Sham gap ... 7.44 eV
Net charge ... 0
Spin multiplicity ... 1
Energy above the lowest of the compared OMol25 structures with the same formula, charge and spin ... 3.1519 eV

---

No. 10
Density functional theory data (wB97M-V/def2-TZVPD) for an isolated molecule of C4H9NO2 at a distorted geometry.

```
16
Properties=species:S:1:pos:R:3:mulliken_charge:R:1
O 2.14 1.63 -0.81 -0.532
O 0.28 1.66 0.67 -0.450
N -2.62 -1.62 0.05 -0.686
C -1.51 -0.67 0.29 -0.244
C 1.26 0.95 -0.22 0.443
C -0.17 -1.07 -0.31 -0.648
C 1.18 -0.53 0.22 -0.535
H -0.29 2.21 0.17 0.305
H -1.37 -0.55 1.43 0.245
H -0.08 -2.13 -0.51 0.428
H 1.32 -0.69 1.29 0.345
H -2.07 -2.07 -0.66 0.239
H 2.01 -1.05 -0.27 0.296
H -2.84 -2.33 0.72 0.239
H -1.98 0.26 0.10 0.245
H -0.31 -0.65 -1.34 0.310
```

## Properties
Max |F| ... 0.1148 hartree/bohr
SMILES string ... NCCCC(=O)O
Kohn-Sham gap ... 10.14 eV
Net charge ... 0
Spin multiplicity ... 1
Energy above the lowest of the compared OMol25 structures with the same formula, charge and spin ... 2.7273 eV

---

No. 11
Density functional theory data (wB97M-V/def2-TZVPD) for an isolated molecule of C4H9NO2 at a distorted geometry.

```
16
Properties=species:S:1:pos:R:3:mulliken_charge:R:1
O 1.39 1.36 -0.91 -0.655
O -1.23 -1.82 0.08 -0.295
N -0.89 -1.04 -1.00 -0.183
C -0.96 1.28 -0.03 -1.213
C 1.07 0.20 1.20 -1.269
C 0.71 0.56 -0.25 0.963
C 0.47 -0.99 -1.13 -0.539
H 1.01 1.09 1.82 0.352
H -1.70 0.72 0.53 0.319
H 1.05 -1.77 -0.64 0.394
H -1.35 1.59 -1.00 0.295
H -2.19 -1.75 0.13 0.370
H 0.76 -0.80 -2.16 0.342
H 0.39 -0.56 1.59 0.331
H 2.09 -0.18 1.21 0.354
H -0.62 2.12 0.56 0.433
```

## Properties
Max |F| ... 0.1204 hartree/bohr
Kohn-Sham gap (alpha / beta) ... 6.95 / 6.94 eV
Net charge ... 0
Spin multiplicity ... 1
Energy above the lowest of the compared OMol25 structures with the same formula, charge and spin ... 6.5421 eV

---

No. 12
Density functional theory data (wB97M-V/def2-TZVPD) for a cluster of 2 separate species, C4H9NO2 in total at a distorted geometry.

```
16
Properties=species:S:1:pos:R:3:mulliken_charge:R:1
O -0.98 0.31 -2.22 -0.601
O 0.73 1.73 -1.67 -0.671
N 0.87 0.67 0.77 -0.087
C -2.25 -0.89 -0.46 -0.968
C -0.08 0.79 -1.55 0.625
C 0.36 0.02 -0.22 -0.176
C 2.00 0.16 1.55 -0.855
H 2.23 0.83 2.37 0.303
H -2.11 -1.53 -1.34 0.253
H -2.93 -0.08 -0.74 0.295
H -2.58 -1.45 0.41 0.393
H 0.83 1.68 0.63 0.319
H 0.60 -1.05 -0.25 0.420
H -1.31 -0.43 -0.08 0.084
H 1.77 -0.83 1.94 0.300
H 2.85 0.08 0.88 0.366
```

## Properties
Max |F| ... 0.0243 hartree/bohr
Kohn-Sham gap ... 8.76 eV
Net charge ... 0
Spin multiplicity ... 1
Energy above the lowest of the compared OMol25 structures with the same formula, charge and spin ... 3.2407 eV

---

> Which value of energy above the lowest of the compared OMol25 structures with the same formula, charge and spin does entry 10 give?

2.7273 eV

---

What did the eighth record say?
Density functional theory data (wB97M-V/def2-TZVPD) for a cluster of 2 separate species, C4H9NO2 in total at a distorted geometry.

```
16
Properties=species:S:1:pos:R:3:mulliken_charge:R:1
O 0.77 2.27 -0.06 -0.627
O 2.33 0.69 0.27 -0.478
N 0.87 1.05 1.88 -0.396
C 1.28 1.42 0.66 0.658
C 0.00 -1.58 -1.40 -0.765
C -1.93 -0.61 -0.15 -1.051
C -0.70 -0.51 -0.99 0.157
H -0.25 -2.59 -1.09 0.248
H 2.55 1.05 -0.61 0.358
H 0.03 1.46 2.26 0.251
H -2.48 -1.54 -0.34 0.363
H 1.21 0.17 2.26 0.222
H -2.60 0.22 -0.36 0.296
H -0.32 0.52 -1.23 0.305
H -1.66 -0.57 0.91 0.200
H 0.89 -1.46 -2.02 0.257
```

## Properties
Max |F| ... 0.0312 hartree/bohr
SMILES string ... NC(=O)O.C=CC
Kohn-Sham gap ... 10.22 eV
Net charge ... 0
Spin multiplicity ... 1
Energy above the lowest of the compared OMol25 structures with the same formula, charge and spin ... 0.9033 eV